Below is 12 unconnected molecules or ions with the total composition C39H103NO13, with properties calculated with ωB97M-V/def2-TZVPD.

The geometry in ORCA input format:
```
! wB97M-V def2-TZVPD RIJCOSX def2/J DEFGRID3
* xyz 0 1
C -8.637 -1.466 3.315
O -7.302 -1.195 3.017
C -7.052 -1.168 1.625
C -5.598 -0.908 1.364
N -4.701 -1.998 1.743
C -3.352 -1.655 1.364
C -2.323 -2.640 1.910
O -2.356 -2.591 3.314
C -1.982 -3.794 3.931
H -8.886 -2.527 3.194
H -9.323 -0.850 2.713
H -8.852 -1.198 4.352
H -7.645 -0.350 1.186
H -7.358 -2.104 1.138
H -5.255 0.003 1.870
H -5.529 -0.803 0.277
H -4.730 -2.201 2.734
H -3.068 -0.647 1.731
H -3.241 -1.635 0.275
H -1.354 -2.315 1.523
H -2.664 -3.597 1.497
H -0.933 -4.063 3.733
H -2.618 -4.639 3.644
H -2.039 -3.689 5.015
C -3.916 2.398 2.652
C -3.644 3.865 2.318
C -3.710 4.112 0.818
O -4.577 4.721 3.005
H -3.529 2.201 3.656
H -3.344 1.764 1.974
H -4.980 2.166 2.663
H -2.689 4.159 2.744
H -2.740 4.099 0.320
H -4.109 5.119 0.659
H -4.421 3.447 0.323
H -5.463 4.412 2.790
C 3.672 -3.558 -2.288
C 3.159 -2.188 -1.904
C 4.253 -1.104 -2.034
O 2.003 -1.870 -2.637
H 4.564 -3.898 -1.775
H 3.807 -3.558 -3.379
H 2.872 -4.284 -2.127
H 2.926 -2.217 -0.825
H 4.110 -0.472 -2.915
H 5.241 -1.552 -2.144
H 4.263 -0.437 -1.170
H 1.645 -0.996 -2.376
C 0.227 -4.609 0.531
C 1.580 -4.791 1.182
C 1.525 -5.751 2.359
O 2.569 -5.204 0.231
H 0.105 -3.648 0.043
H -0.543 -4.601 1.309
H -0.047 -5.461 -0.092
H 1.920 -3.811 1.523
H 0.569 -5.678 2.873
H 2.341 -5.565 3.058
H 1.612 -6.791 2.030
H 2.320 -6.090 -0.053
C 1.524 0.129 -5.721
C 2.322 -0.482 -6.852
C 2.387 -1.990 -6.687
O 1.688 -0.214 -8.102
H 0.550 -0.345 -5.607
H 1.356 1.199 -5.904
H 2.091 0.151 -4.786
H 3.338 -0.071 -6.820
H 2.675 -2.252 -5.669
H 3.079 -2.442 -7.397
H 1.390 -2.396 -6.875
H 2.013 0.622 -8.447
C 0.628 0.795 4.438
C 0.780 2.272 4.153
C 1.819 2.918 5.085
O 1.081 2.514 2.792
H 0.874 0.617 5.487
H 1.222 0.110 3.834
H -0.402 0.437 4.343
H -0.172 2.771 4.398
H 1.422 2.887 6.099
H 1.999 3.953 4.785
H 2.767 2.379 5.038
H 1.135 3.439 2.522
C 4.495 6.642 -0.429
C 3.484 6.010 -1.352
C 3.907 6.039 -2.796
O 3.179 4.653 -1.011
H 5.515 6.300 -0.600
H 4.249 6.540 0.629
H 4.439 7.721 -0.621
H 2.547 6.579 -1.282
H 4.468 6.914 -3.121
H 3.035 5.981 -3.456
H 4.490 5.148 -3.048
H 2.444 4.679 -0.389
C 0.031 2.172 -0.597
C 0.960 0.976 -0.662
C 0.643 -0.125 0.329
O 0.801 0.428 -2.010
H -0.110 2.538 0.421
H -0.961 1.974 -1.016
H 0.423 2.979 -1.227
H 1.970 1.385 -0.584
H 0.527 -1.137 -0.056
H -0.251 0.125 0.902
H 1.482 -0.135 1.031
H 0.742 1.162 -2.630
C 0.105 -5.689 -3.942
C 0.163 -4.167 -3.903
C -0.898 -3.534 -4.758
O -0.049 -3.719 -2.553
H -0.927 -6.037 -3.927
H 0.627 -6.072 -3.066
H 0.601 -6.011 -4.858
H 1.149 -3.789 -4.187
H -0.566 -3.531 -5.802
H -0.955 -2.447 -4.601
H -1.886 -3.914 -4.503
H 0.505 -2.932 -2.419
C -4.828 -1.136 -2.674
C -3.326 -1.340 -2.928
C -2.481 -0.151 -2.545
O -2.976 -2.533 -2.201
H -4.971 -0.260 -2.032
H -5.225 -1.963 -2.085
H -5.408 -1.047 -3.588
H -3.190 -1.600 -3.984
H -2.945 0.762 -2.931
H -1.494 -0.175 -3.018
H -2.287 -0.082 -1.474
H -2.149 -2.902 -2.540
C 4.181 -0.393 2.361
C 3.801 -1.728 2.965
C 4.815 -2.825 2.713
O 3.618 -1.521 4.374
H 3.464 0.368 2.687
H 4.143 -0.389 1.270
H 5.141 -0.045 2.746
H 2.814 -2.035 2.604
H 5.840 -2.457 2.820
H 4.727 -3.324 1.747
H 4.717 -3.635 3.446
H 4.261 -2.019 4.884
C 1.285 7.459 2.048
C 0.961 6.021 2.437
C -0.465 5.658 2.092
O 1.820 5.125 1.696
H 2.327 7.708 2.250
H 0.635 8.174 2.553
H 1.087 7.570 0.979
H 1.111 5.881 3.514
H -1.196 6.290 2.586
H -0.663 4.611 2.328
H -0.557 5.718 1.002
H 2.700 5.212 2.078
*
```

Calculated values
LUMO energy	0.01654	Eh
strongest force on any atom	1.85	eV/Å
gap between HOMO and LUMO	8.88	eV
SMILES string	COCCNCCOC.CC(C)O.CC(C)O.CC(C)O.CC(C)O.CC(C)O.CC(C)O.CC(C)O.CC(C)O.CC(C)O.CC(C)O.CC(C)O
ΔE to the lowest compared entry with this formula, charge and spin	0.0	kJ/mol